1.
Computed, not measured: C42H35Cl2CsN4O7 as an isolated structure in a non-equilibrium geometry, with the ωB97M-V functional and the def2-TZVPD basis.

```
! wB97M-V def2-TZVPD RIJCOSX def2/J DEFGRID3
* xyz -2 1
Cs -0.1245 -0.4715 -0.9305
Cl -2.8394 -2.2225 2.9845
Cl 1.9863 -3.5725 5.0302
O 1.1201 -2.4235 0.9718
O -0.4945 1.9754 -2.3013
O 1.0732 4.6176 0.6138
O 2.9583 1.2083 -0.7734
O -2.2801 -1.3738 0.0099
O 0.8181 -2.9587 -1.1754
O 3.4961 -0.9017 1.2091
N -2.8430 0.8770 -1.6622
N 2.8839 4.0015 -1.3069
N -0.1440 -3.6670 2.9865
N -2.8227 2.1704 -2.1833
C -1.2756 6.5616 -4.0753
C -3.3628 -1.8362 -0.4548
C 0.8836 -3.2398 0.0286
C -2.7619 -6.2194 2.4685
C -0.0206 3.7030 0.3620
C -0.4945 -2.9560 4.1277
C -0.2791 4.4986 -3.3390
C -2.4576 -6.6553 1.1897
C 3.6347 1.0864 -1.7975
C -0.9141 -4.6535 2.3999
C -5.5212 -1.5698 -1.6044
C -1.3481 -6.1175 0.5497
C -2.5302 6.0463 -3.7646
C 3.3694 3.4743 -2.4321
C 4.9631 0.7810 -4.3201
C -1.9916 -5.2386 3.0703
C -1.7166 -2.2838 4.2891
C 2.2184 3.9800 0.9979
C 4.5418 2.0071 -3.9439
C -0.1490 5.7791 -3.8616
C -4.2926 -1.0322 -1.2199
C -2.6564 4.7670 -3.2434
C 3.9103 2.2292 -2.6709
C 3.6573 3.0832 2.6983
C 4.7415 -0.3399 -3.4479
C -1.0821 -1.4925 6.4694
C -3.7601 -3.1969 -0.2357
C -1.5967 2.5730 -2.4422
C 2.4672 3.6918 2.3292
C -1.5298 3.9765 -3.0199
C 4.6099 2.7830 1.7349
C 0.7164 -4.7256 0.4137
C -0.5501 -5.1395 1.1275
C -5.8911 -2.8786 -1.3347
C 0.4300 -2.8136 5.1732
C 0.1575 -2.0943 6.3234
C 3.1675 3.6531 0.0288
C -3.9978 0.3330 -1.6561
C 4.3720 3.0778 0.4032
C 4.1124 -0.2090 -2.2610
C -2.0151 -1.5868 5.4514
C -4.9753 -3.6889 -0.6528
H 3.3108 -0.1570 0.6174
H -1.3116 -0.9319 7.3665
H 2.6811 -1.4373 1.1618
H -5.2237 -4.7262 -0.4426
H -3.6109 -6.6301 3.0025
H 1.7078 3.9366 3.0609
H 3.9155 -1.0523 -1.6105
H 3.8338 2.8288 3.7352
H 0.2090 3.0328 -0.4646
H -6.8522 -3.2637 -1.6547
H 0.5772 3.8540 -3.1719
H 0.5433 -3.1967 2.3602
H 0.9144 -2.0200 7.0918
H -3.4163 6.6488 -3.9321
H -6.2035 -0.9258 -2.1559
H -1.1796 7.5619 -4.4824
H -2.2385 -4.8989 4.0686
H 4.6777 2.8593 -4.6024
H -2.9718 -1.0872 5.5209
H -3.0669 -7.4015 0.6957
H 5.0666 -1.3225 -3.7712
H -3.6219 4.3476 -2.9946
H -1.0846 -6.4644 -0.4432
H 3.2944 4.1498 -3.2819
H -4.8456 0.9033 -2.0621
H 1.5792 -4.9883 1.0384
H 5.4387 0.6287 -5.2801
H -3.0600 -3.8291 0.2999
H -0.2401 3.1317 1.2667
H 2.2384 4.7761 -1.4002
H 0.8339 6.1692 -4.1078
H -0.8766 4.3160 0.0914
H 0.7814 -5.2989 -0.5093
H 5.5305 2.2886 2.0155
H 5.0992 2.8221 -0.3574
*
```

Summary:
highest occupied orbital energy: -1.14 eV
largest force on an atom: 0.031 hartree/bohr
lowest unoccupied orbital energy: 3.469 eV
E: -90010.366 eV
gap between HOMO and LUMO: 4.6 eV
ΔE to the lowest compared entry with this formula, charge and spin: 16.5 kcal per mole

---

2.
Computed, not measured: C42H35Cl2CsN4O7 as an isolated structure in a non-equilibrium geometry, with the ωB97M-V functional and the def2-TZVPD basis.

```
! wB97M-V def2-TZVPD RIJCOSX def2/J DEFGRID3
* xyz -2 1
Cs -0.1061 0.9903 1.6065
Cl -2.6223 6.4061 -1.3733
Cl -1.2572 1.4374 -3.1886
O 2.8072 1.4001 -1.1732
O -1.6714 -0.6547 0.4067
O 1.5540 0.1880 3.2626
O 3.0578 -1.1926 -4.6458
O -1.0048 3.2541 0.9539
O 2.9117 -1.3481 -0.7204
O -2.7461 3.5351 2.3480
N -0.7080 -1.4763 2.8066
N -1.8683 -2.0595 2.2829
N 3.8878 -3.0173 -2.8203
N -3.1995 3.4667 -2.3897
C 5.4635 -1.3855 -1.9013
C -6.4287 4.6910 -1.0542
C -0.1360 5.4960 -1.6614
C 1.7629 -0.8543 -4.1081
C 4.4671 -1.7349 -2.7997
C -6.4281 4.1377 0.2206
C -4.2541 3.1361 -0.1761
C -1.8883 3.9015 -2.2374
C 4.6498 0.4234 -3.8506
C -3.1129 2.3137 0.3440
C -4.0376 -1.5972 -0.5906
C 6.0438 -0.1296 -1.9762
C 5.6433 0.7740 -2.9493
C -2.2012 3.1398 1.3053
C -2.2109 -1.5370 1.1211
C 2.8710 -3.3045 2.2646
C 0.4878 3.3580 -2.5088
C -5.3600 3.3696 0.6440
C -5.2231 -2.0855 -1.1237
C 3.0547 -2.3095 0.0441
C 0.9015 -1.6528 4.6340
C 1.7629 -0.5464 4.2811
C -5.3837 -3.6455 0.6907
C -0.2892 -2.0485 3.8671
C 3.2645 -4.5985 1.7565
C -5.3458 4.4706 -1.8843
C 3.7026 -3.8755 -1.7901
C -4.2034 -3.1518 1.2244
C 4.0599 -0.8253 -3.7750
C 2.3274 -2.2331 6.5353
C 2.7528 -2.2245 1.4669
C 0.8522 4.6005 -2.0153
C 3.4970 -3.6247 -0.4609
C -1.4726 5.1607 -1.7872
C -0.8468 3.0390 -2.6112
C 3.1649 -1.1663 6.2084
C -3.5143 -2.1222 0.5877
C -5.9005 -3.1150 -0.4856
C 1.2110 -2.4441 5.7380
C 3.5362 -4.7520 0.4502
C 2.8945 -0.3541 5.1288
C -4.2605 3.7202 -1.4485
H 6.0823 1.7616 -2.9891
H 2.3693 -1.2852 1.8603
H 4.0480 -0.9695 6.8105
H 0.1081 6.4729 -1.2679
H 5.7576 -2.0829 -1.1289
H 1.0284 -1.1912 -4.8366
H -3.4835 -0.7964 -1.0628
H 3.3037 -5.4408 2.4350
H 2.6239 -3.2052 3.3147
H 6.8009 0.1485 -1.2549
H 2.4680 1.7618 -0.3473
H -2.5052 1.9033 -0.4602
H -5.3504 2.9445 1.6386
H -6.8267 -3.4999 -0.8981
H -3.1957 2.4864 -2.6392
H -3.7870 -3.5448 2.1419
H 3.8088 -5.7221 0.0467
H 1.6865 0.2236 -3.9650
H 1.8957 4.8545 -1.8918
H 1.6072 -1.3497 -3.1480
H -7.2685 4.3018 0.8848
H 3.6265 -3.3286 -3.7425
H 0.5410 -3.2696 5.9661
H 2.5341 -2.8715 7.3851
H -3.5076 1.4783 0.9243
H -5.3044 4.8903 -2.8813
H -5.9082 -4.4484 1.1979
H 1.2248 2.6105 -2.7621
H 4.2933 1.1180 -4.6000
H 3.7045 -4.9187 -2.1012
H -7.2651 5.2880 -1.3976
H 2.8860 0.4488 -0.9793
H -0.8386 -2.9216 4.2406
H 3.5526 0.4682 4.8715
H -5.6191 -1.6573 -2.0376
*
```

Summary:
highest occupied orbital energy: -1.61 eV
largest force on an atom: 0.039 hartree/bohr
lowest unoccupied orbital energy: 3.396 eV
E: -90009.156 eV
gap between HOMO and LUMO: 5.0 eV
ΔE to the lowest compared entry with this formula, charge and spin: 44.4 kcal per mole

---

3.
Computed, not measured: a 7-piece molecular cluster, C42H35Cl3N3O24 overall in a non-equilibrium geometry, with the ωB97M-V functional and the def2-TZVPD basis.

```
! wB97M-V def2-TZVPD RIJCOSX def2/J DEFGRID3
* xyz 1 1
Cl -3.0269 -4.7839 -0.0430
Cl -0.7642 -2.9572 -0.3669
Cl -4.4881 -5.2925 4.0708
O 2.1671 -1.7257 -0.9066
O -4.2534 0.1417 0.5408
O 1.8498 -2.4563 3.9740
O -11.7102 0.1748 0.7978
O 4.2272 2.7228 -0.0918
O 5.2784 4.6334 1.4801
O -3.6163 5.6063 0.5611
O 7.1472 4.1528 -3.4526
O 4.2881 1.3934 2.8759
O 7.4091 0.5919 -5.2564
O -11.2673 -3.7612 4.6049
O -5.7561 1.7321 2.0840
O 9.3751 2.4019 -5.3496
O 5.8126 0.0904 -3.1951
O 2.6156 2.9865 4.2368
O -13.6452 -2.8044 3.8536
O 4.2545 0.1171 -5.4064
O 8.2616 6.0063 -1.8695
O -9.3333 -0.8472 1.4932
O 9.8931 -2.5538 -7.6771
O 0.1327 -0.8588 5.2499
O 0.6322 -1.7776 -3.1023
O 11.8910 -0.7799 -7.6981
O -2.1594 4.0339 -1.0408
N -6.2193 -1.0514 2.2442
N -4.4890 -2.5316 1.2695
N -5.8391 -3.2847 2.9034
C 4.0537 -0.8284 -1.9835
C 1.3115 1.1326 4.8029
C -12.6801 -2.3197 3.3027
C -4.9261 2.2999 1.3826
C 9.7131 -1.3774 -7.0858
C -5.5706 -2.2158 2.1417
C -11.3143 -2.8221 3.6727
C 8.5673 -1.0554 -6.4722
C 1.8820 -1.3041 -3.1940
C 5.1935 3.5063 -0.5699
C 8.4194 0.2459 -5.8421
C -2.4890 -4.1140 1.5540
C -4.0563 1.4699 0.4883
C 3.3545 0.8460 3.4259
C 6.7048 4.2286 -2.3204
C 5.7445 4.5431 0.3589
C -4.7407 3.7366 1.3863
C 3.1408 -0.5972 3.3764
C 2.6871 -1.3126 -1.9298
C -4.8010 -4.3047 2.6332
C 3.7555 -0.3299 -4.3956
C 4.5675 -0.3647 -3.1325
C 10.8705 -0.4245 -7.1430
C -10.3082 -1.3110 2.0712
C -2.9631 3.4733 -0.3279
C -3.1392 2.0222 -0.3098
C -3.8204 4.2988 0.5875
C 6.8217 5.3949 -0.1319
C -10.2079 -2.3423 3.0869
C 10.7102 0.8886 -6.5303
C 2.3866 -0.8440 -4.3437
C -11.6667 -0.7886 1.7187
C 2.3734 1.6809 4.1952
C 9.5637 1.2111 -5.9203
C 5.6449 3.3677 -1.8187
C 7.2780 5.2522 -1.3842
C -1.1970 -3.2154 1.3615
C -1.2869 -1.8471 2.0425
C 2.0844 -1.1394 3.9879
C -12.7737 -1.2668 2.2981
C 1.0890 -0.3037 4.7320
C -3.6571 -3.3853 2.1712
H -2.9058 5.7564 -0.0939
H 7.2261 6.1298 0.5495
H 1.8146 -0.8296 -5.2608
H -4.9884 0.0043 1.1812
H 4.0756 3.0124 0.8279
H 3.8634 -1.1908 2.8339
H 5.9632 0.3855 -4.1233
H 7.7271 -1.7335 -6.4223
H -2.2674 -5.0034 2.1424
H -7.1472 -0.9131 1.8477
H 8.4002 5.7068 -2.7888
H 4.6265 -0.8542 -1.0671
H -5.3638 4.3197 2.0497
H -2.2024 -1.2937 1.8241
H -3.4638 -2.7189 3.0187
H 5.2457 2.6187 -2.4878
H -0.3655 -3.7644 1.8019
H 10.8005 -2.5332 -8.0400
H 1.0323 -2.5805 4.4914
H -13.7596 -0.8995 2.0507
H 11.5440 1.5733 -6.5924
H -0.4634 -1.2475 1.6430
H 8.4710 2.3911 -4.9776
H 0.5087 -2.0350 -2.1662
H -12.1964 -3.9312 4.8621
H -5.7946 -0.2757 2.7511
H 3.4365 3.1288 3.7242
H -9.2198 -2.6981 3.3436
H -1.0799 -1.9325 3.1136
H -5.8210 -3.0482 3.9011
H -10.7866 0.3421 0.5345
H -5.0331 -4.9503 1.7812
H 0.5954 1.7222 5.3577
H -4.9524 -3.1948 0.6224
H -2.5066 1.4335 -0.9600
*
```

Summary:
highest occupied orbital energy: -10.74 eV
largest force on an atom: 0.034 hartree/bohr
lowest unoccupied orbital energy: -5.056 eV
E: -135288.706 eV
gap between HOMO and LUMO: 5.7 eV

---

4.
Computed, not measured: C42H35ClGeNO6PS5Sn as an isolated structure, with the ωB97M-V functional and the def2-TZVPD basis.

```
! wB97M-V def2-TZVPD RIJCOSX def2/J DEFGRID3
* xyz 0 1
Sn 1.7973 0.4637 2.0186
Ge -0.9200 -2.6405 -2.4162
Cl 1.4275 -2.7000 2.2783
S 6.3896 -2.5577 7.2341
S 5.5579 -0.1887 5.6953
S 3.5410 -2.1113 6.5897
S 1.3103 -0.5726 5.5365
S 3.6118 1.5687 4.4274
P 0.5608 3.0729 1.5031
O 1.1429 -3.4715 3.4473
O 0.9284 -0.1484 -2.0840
O 1.2878 -3.4540 1.0722
O 2.7612 -2.0954 2.3601
O 1.4122 0.4544 -0.0019
O 0.4634 -1.5426 2.2262
N -0.5836 0.8664 3.0343
C 2.0983 6.7969 0.6288
C -2.0199 3.3651 0.4097
C 0.8628 -2.9516 -3.1212
C -2.8310 -6.8338 -1.1496
C -2.9320 -0.8334 -3.5735
C -1.7279 -6.3227 -0.4777
C -1.0765 3.1978 -2.2033
C -0.8782 -0.2398 -0.5772
C -0.5467 4.5357 3.6871
C -0.1854 3.1676 -1.1427
C 3.3491 6.7340 1.2285
C 5.2292 -1.6772 6.5536
C 2.5298 -2.6041 -4.8404
C -2.4416 3.3125 -1.9600
C -1.1614 -5.1199 -0.8836
C -2.7806 -4.9420 -2.6410
C 1.6291 4.5427 1.3463
C -3.7819 -0.9541 -5.8210
C 3.7447 5.5797 1.8896
C -1.4340 3.4094 5.6130
C 0.5772 0.0227 -0.9388
C -2.9107 3.3992 -0.6575
C 3.9317 0.2466 5.2930
C -1.2609 -1.7225 -0.7164
C -1.2544 2.1837 4.9940
C 1.2413 5.7059 0.6831
C -2.9331 -2.0243 -6.0755
C 1.2561 -2.3786 -4.3314
C 3.0690 -3.9218 -2.9070
C -0.3398 3.3106 3.0597
C -2.0692 -1.9024 -3.8101
C -0.6547 3.2572 0.1721
C 1.7876 -3.7202 -2.4127
C -1.0972 4.5884 4.9581
C -3.7850 -0.3631 -4.5660
C 2.8876 4.4901 1.9453
C 3.4382 -3.3754 -4.1272
C -0.7280 2.1307 3.7107
C -3.3581 -6.1403 -2.2300
C -1.6724 -4.4097 -1.9775
C 2.8930 -0.7259 5.7709
C -2.0905 -2.4958 -5.0765
H -0.7515 -2.3062 0.0527
H -3.1385 3.3285 -2.7892
H -4.2243 -6.5290 -2.7536
H 4.7207 5.5242 2.3549
H -3.2830 -7.7642 -0.8252
H -0.7850 0.0784 3.6399
H -0.7088 3.1086 -3.2175
H -4.4407 -0.5861 -6.5978
H -3.2105 -4.4135 -3.4847
H 1.7860 7.7000 0.1191
H -1.2219 0.8081 2.2462
H 0.2705 5.7569 0.2053
H -1.5354 1.2667 5.5014
H 1.5170 -4.1643 -1.4622
H -1.3090 -6.8573 0.3670
H -2.9479 -0.3554 -2.5994
H 2.8142 -2.1716 -5.7917
H 0.8765 3.0476 -1.3314
H -1.4679 0.3739 -1.2581
H -3.9730 3.4860 -0.4679
H 0.5765 -1.7310 -4.8729
H 3.1983 3.5898 2.4621
H 3.7815 -4.5035 -2.3350
H 4.4344 -3.5429 -4.5180
H -2.3939 3.4254 1.4255
H -2.9250 -2.4902 -7.0533
H -0.3154 -4.7308 -0.3244
H -1.0641 0.0940 0.4410
H -1.8538 3.4464 6.6104
H -1.2439 5.5427 5.4466
H 4.0192 7.5825 1.1733
H -4.4535 0.4640 -4.3578
H -2.3354 -1.8434 -0.5595
H -1.4438 -3.3420 -5.2842
H -0.2303 5.4465 3.1917
*
```

Summary:
highest occupied orbital energy: -8.40 eV
largest force on an atom: 0.015 hartree/bohr
lowest unoccupied orbital energy: -2.713 eV
E: -196225.563 eV
gap between HOMO and LUMO: 5.7 eV
ΔE to the lowest compared entry with this formula, charge and spin: 0.0 kcal per mole